Here is C25H41BrClF4IN4O4ReSi as an isolated structure from the OMol25 dataset. Energies are from ωB97M-V/def2-TZVPD.

Geometry (Å):
Re -0.027 0.215 -0.269
C 0.168 1.171 -3.142
N -0.720 0.329 -2.297
C -0.818 -0.997 -2.970
C -2.069 0.959 -2.204
C -2.821 0.263 -1.100
N -1.896 0.128 0.046
C -2.448 -0.358 1.257
C -2.034 0.180 2.474
F -1.211 1.232 2.497
C -2.518 -0.302 3.679
F -2.106 0.277 4.798
C -3.412 -1.351 3.720
C -3.820 -1.900 2.522
F -4.653 -2.935 2.504
C -3.361 -1.410 1.310
F -3.756 -2.033 0.191
H -0.223 1.198 -4.161
H 0.196 2.182 -2.749
H 1.167 0.739 -3.150
H -1.204 -0.847 -3.980
H 0.171 -1.445 -3.014
H -1.477 -1.656 -2.413
H -1.915 2.011 -1.967
H -2.597 0.893 -3.157
H -3.712 0.826 -0.812
H -3.158 -0.727 -1.407
H -3.787 -1.727 4.662
O 3.279 -0.917 1.147
Cl 2.552 0.255 0.894
O 3.250 1.448 1.161
O 2.060 0.283 -0.576
O 1.214 0.245 1.577
I -0.849 6.154 1.314
C -0.058 4.454 0.493
C 1.202 4.287 -0.063
N 1.293 3.027 -0.486
N 0.156 2.339 -0.239
C -0.666 3.213 0.372
H 2.022 4.976 -0.180
H 2.096 2.546 -0.866
H -1.650 2.908 0.680
C -2.708 -5.935 -0.130
C -1.384 -6.149 -0.878
C -1.385 -5.195 -2.093
C -1.324 -7.621 -1.357
Si 0.156 -5.928 0.166
Br 0.140 -2.228 -0.024
C 0.010 -5.889 2.030
C 1.325 -5.589 2.765
C -1.038 -4.879 2.539
C -0.434 -7.336 2.376
C 1.838 -6.083 -0.635
C 2.852 -5.046 -0.105
C 1.827 -5.964 -2.166
C 2.294 -7.513 -0.242
H -3.520 -6.232 -0.798
H -2.867 -4.887 0.129
H -2.803 -6.535 0.773
H -2.387 -5.212 -2.527
H -0.688 -5.499 -2.868
H -1.167 -4.162 -1.818
H -2.159 -7.788 -2.041
H -1.438 -8.327 -0.532
H -0.410 -7.870 -1.896
H 1.678 -4.574 2.586
H 2.124 -6.287 2.519
H 1.136 -5.686 3.836
H -0.815 -3.856 2.232
H -1.008 -4.901 3.631
H -2.052 -5.122 2.237
H 0.320 -8.079 2.109
H -1.379 -7.624 1.917
H -0.569 -7.392 3.459
H 2.489 -4.020 -0.175
H 3.746 -5.113 -0.728
H 3.158 -5.232 0.920
H 1.576 -4.955 -2.492
H 1.158 -6.668 -2.657
H 2.836 -6.180 -2.523
H 2.346 -7.667 0.836
H 3.302 -7.663 -0.636
H 1.661 -8.291 -0.672

Calculated values
- spin multiplicity = 2
- total energy (Eh) = -5595.5376
- charge = +2
- Kohn-Sham gap (spin up / spin down) (eV) = 6.75 / 7.05
- energy relative to the best compared isomer or geometry (same formula, charge and spin) (kcal/mol) = 43.6
- LUMO level (spin up / spin down) (eV) = -7.1 / -6.8

***

Here is C25H41Cl2OPW as an isolated structure at a distorted geometry from the OMol25 dataset. Energies are from ωB97M-V/def2-TZVPD.

Geometry (Å):
P -0.406 0.481 0.554
C -0.903 1.455 -1.004
C -0.726 2.983 -1.055
C -1.348 3.582 -2.332
C -0.882 2.884 -3.619
C -0.956 1.353 -3.533
C -0.291 0.817 -2.257
C 1.458 0.668 0.652
C 2.085 2.028 0.342
C 3.583 2.024 0.707
C 4.353 0.861 0.056
C 3.648 -0.501 0.171
C 2.157 -0.410 -0.189
C -0.909 1.746 1.849
C -2.423 2.018 1.824
C -2.863 3.073 2.852
C -2.372 2.770 4.278
C -0.883 2.394 4.328
C -0.483 1.350 3.271
H -1.994 1.263 -1.008
H 0.341 3.241 -1.036
H -1.177 3.479 -0.185
H -1.112 4.656 -2.390
H -2.442 3.493 -2.260
H -1.489 3.230 -4.464
H 0.156 3.179 -3.833
H -2.008 1.037 -3.540
H -0.469 0.904 -4.408
H -0.382 -0.277 -2.224
H 0.784 1.050 -2.294
H 1.658 0.459 1.719
H 3.674 1.940 1.801
H 1.593 2.843 0.888
H 1.988 2.254 -0.731
H 4.044 2.981 0.414
H 5.348 0.785 0.512
H 4.511 1.091 -1.008
H 4.144 -1.234 -0.483
H 3.741 -0.875 1.203
H 1.682 -1.387 -0.028
H 2.051 -0.184 -1.259
H -0.364 2.663 1.566
H -2.754 2.339 0.830
H -2.955 1.081 2.036
H -2.474 4.057 2.555
H -3.960 3.151 2.852
H -2.963 1.937 4.686
H -2.559 3.639 4.924
H -0.636 2.013 5.329
H -0.290 3.307 4.177
H 0.600 1.193 3.327
H -0.950 0.392 3.535
W -0.683 -3.304 -0.229
Cl 0.840 -3.332 1.420
Cl -2.520 -2.077 -0.715
C -1.489 -5.020 -0.294
H -2.130 -5.746 0.169
C -0.410 -5.125 -1.267
C 0.404 -6.254 -1.562
C 1.624 -6.016 -2.166
C 2.029 -4.733 -2.586
C 1.170 -3.651 -2.509
C -0.201 -3.831 -2.062
H 0.023 -7.244 -1.278
H 2.326 -6.837 -2.291
H 1.427 -2.670 -2.917
H -0.989 -3.563 -2.791
H 3.034 -4.595 -3.027
O -3.771 -5.379 1.982
H -4.478 -5.830 1.484
H -3.383 -6.067 2.539

Calculated values
- spin multiplicity = 3
- total energy (Eh) = -2381.2105
- Kohn-Sham gap (spin up / spin down) (eV) = 7.08 / 7.30
- LUMO level (spin up / spin down) (eV) = 0.0 / -0.7

***

Here is C25H41F3O2P2Re as an isolated structure at a distorted geometry from the OMol25 dataset. Energies are from ωB97M-V/def2-TZVPD.

Geometry (Å):
Re -0.050 -0.526 0.249
C -0.977 -2.070 1.695
C 0.321 -2.437 1.214
C 0.530 -0.449 2.382
C -0.861 -0.770 2.293
C 1.272 -1.479 1.714
C -2.156 -2.990 1.783
H -1.942 -3.949 1.305
H -3.060 -2.556 1.355
H -2.377 -3.223 2.830
C -1.953 -0.123 3.092
H -2.915 -0.188 2.571
H -1.721 0.938 3.211
H -2.048 -0.583 4.089
C 1.132 0.539 3.341
H 1.273 0.083 4.340
H 0.493 1.430 3.395
H 2.114 0.874 2.968
C 2.732 -1.764 1.950
H 2.871 -2.122 2.982
H 3.347 -0.852 1.837
H 3.078 -2.569 1.289
C 0.675 -3.756 0.586
H 1.400 -4.280 1.221
H 1.165 -3.604 -0.383
H -0.217 -4.381 0.480
C -0.924 1.114 -1.659
C -1.934 0.179 -2.262
C -1.626 -0.452 -3.633
C -0.223 -1.068 -3.703
C 0.733 -0.741 -2.555
C 1.573 0.334 -2.777
C 1.174 1.762 -2.930
C -0.331 1.956 -2.759
H -1.760 0.291 -4.442
H 0.226 -0.666 -4.633
H -2.368 -1.238 -3.826
H -0.845 1.708 -3.699
H -1.387 1.806 -0.906
H -2.921 0.674 -2.420
H -0.531 3.024 -2.572
H 1.664 2.331 -2.126
H 2.656 0.204 -2.924
H 1.523 2.250 -3.864
H -0.322 -2.160 -3.874
H 1.178 -1.631 -2.076
P -2.162 -1.068 -0.963
C -3.558 -0.345 -0.103
C -2.007 -2.728 -1.625
P 3.109 1.212 0.871
C 1.377 0.937 0.207
C 3.916 0.210 -0.501
C 3.245 2.937 0.280
H -3.268 0.625 0.321
H -3.966 -0.988 0.675
H -4.300 -0.189 -0.896
H -0.958 -3.042 -1.699
H -2.508 -2.849 -2.596
H -2.465 -3.380 -0.889
H 2.987 3.077 -0.777
H 4.269 3.255 0.504
H 2.523 3.477 0.912
H 0.789 1.873 0.298
H 1.651 0.705 -0.854
H 4.945 0.020 -0.174
H 3.980 0.698 -1.485
H 3.466 -0.779 -0.662
F 0.110 4.813 2.643
C -1.197 4.405 2.510
F -1.624 4.015 3.758
F -1.933 5.477 2.136
C -1.362 3.202 1.518
O -2.293 3.196 0.702
O -0.449 2.364 1.738

Calculated values
- spin multiplicity = 4
- total energy (Eh) = -2187.4193
- charge = +2
- Kohn-Sham gap (spin up / spin down) (eV) = 6.49 / 4.56
- energy relative to the best compared isomer or geometry (same formula, charge and spin) (kcal/mol) = 159.6
- LUMO level (spin up / spin down) (eV) = -7.8 / -9.7

***

Here is C25H41F3O2P2Tb as an isolated structure at a distorted geometry from the OMol25 dataset. Energies are from ωB97M-V/def2-TZVPD.

Geometry (Å):
Tb 1.581 -0.893 1.081
C -0.757 -1.136 2.375
C -0.450 -2.315 1.614
C 1.160 -2.070 3.277
C 0.219 -0.999 3.405
C 0.737 -2.909 2.185
C -2.046 -0.390 2.382
H -2.765 -0.801 1.665
H -1.881 0.665 2.119
H -2.521 -0.405 3.378
C 0.132 -0.095 4.575
H -0.866 0.354 4.645
H 0.854 0.728 4.496
H 0.337 -0.637 5.511
C 2.298 -2.319 4.192
H 1.945 -2.321 5.232
H 3.058 -1.531 4.087
H 2.768 -3.281 3.972
C 1.313 -4.235 1.846
H 1.570 -4.752 2.779
H 2.233 -4.172 1.240
H 0.587 -4.840 1.288
C -1.369 -2.963 0.641
H -1.186 -4.043 0.623
H -1.248 -2.587 -0.387
H -2.411 -2.777 0.944
C -2.146 3.198 -0.037
C -3.137 2.290 0.070
C -3.476 1.205 -0.899
C -2.965 1.358 -2.359
C -1.629 0.592 -2.529
C -0.771 0.572 -1.267
C -0.167 1.880 -0.783
C -1.011 3.170 -1.003
H -4.563 1.061 -0.985
H -2.919 2.413 -2.675
H -3.092 0.255 -0.491
H -1.289 3.277 -2.064
H -2.081 4.019 0.677
H -3.813 2.300 0.934
H -0.342 4.033 -0.813
H 0.058 1.796 0.291
H -1.231 -0.021 -0.451
H 0.816 2.096 -1.241
H -3.688 0.864 -3.030
H -1.914 -0.455 -2.763
P -0.356 0.972 -3.780
C -0.341 2.695 -4.374
C -0.850 0.009 -5.229
P 0.968 -0.523 -1.542
C 1.200 0.430 -3.127
C 0.783 -2.198 -2.276
C 2.798 -0.332 -1.013
H 0.494 3.253 -3.931
H -1.283 3.223 -4.179
H -0.186 2.661 -5.465
H -0.348 0.439 -6.112
H -1.939 0.073 -5.374
H -0.551 -1.047 -5.118
H 3.313 0.090 -1.885
H 3.258 -1.312 -0.762
H 2.969 0.410 -0.189
H 1.850 1.307 -2.968
H 1.695 -0.211 -3.874
H 1.473 -2.927 -1.814
H 1.022 -2.168 -3.353
H -0.239 -2.588 -2.161
F 4.149 1.905 4.118
C 3.092 2.264 3.365
F 2.096 2.654 4.201
F 3.437 3.326 2.600
C 2.646 1.098 2.421
O 1.589 1.288 1.737
O 3.329 0.033 2.338

Calculated values
- spin multiplicity = 7
- total energy (Eh) = -2934.1764
- charge = +1
- Kohn-Sham gap (spin up / spin down) (eV) = 6.24 / 6.23
- energy relative to the best compared isomer or geometry (same formula, charge and spin) (kcal/mol) = 0.0
- LUMO level (spin up / spin down) (eV) = -2.3 / -2.3

***

Here is C25H41F5P2Pb as an isolated structure at a distorted geometry from the OMol25 dataset. Energies are from ωB97M-V/def2-TZVPD.

Geometry (Å):
Pb -0.965 -0.286 -0.368
C -0.776 -2.364 3.307
C 0.509 -2.547 2.718
C 0.769 -1.280 4.620
C -0.611 -1.584 4.482
C 1.460 -1.873 3.529
C -2.064 -2.852 2.780
H -1.915 -3.698 2.099
H -2.606 -2.064 2.228
H -2.715 -3.178 3.603
C -1.694 -1.127 5.371
H -2.509 -1.859 5.396
H -2.119 -0.172 5.024
H -1.324 -0.975 6.391
C 1.368 -0.445 5.678
H 0.812 -0.551 6.617
H 1.353 0.622 5.403
H 2.412 -0.729 5.854
C 2.909 -1.808 3.261
H 3.382 -2.794 3.392
H 3.401 -1.104 3.940
H 3.108 -1.486 2.228
C 0.825 -3.296 1.486
H 1.592 -4.062 1.684
H 1.227 -2.637 0.696
H -0.065 -3.800 1.092
C -2.348 0.502 -1.705
C -2.179 -0.422 -2.825
C -1.473 -1.741 -2.779
C 0.075 -1.509 -2.856
C 0.597 -0.702 -1.684
C 0.459 0.731 -1.519
C -0.258 1.676 -2.471
C -1.741 1.874 -2.068
H -1.780 -2.347 -3.648
H 0.326 -1.032 -3.817
H -1.742 -2.332 -1.882
H -2.300 2.348 -2.891
H -3.357 0.566 -1.264
H -1.775 0.121 -3.695
H -1.805 2.555 -1.209
H 0.255 2.648 -2.431
H 1.281 1.224 -0.982
H -0.172 1.339 -3.516
H 0.569 -2.491 -2.857
H 1.481 -1.137 -1.197
P -3.859 -0.691 -4.425
C -4.809 0.818 -4.011
C -4.848 -1.882 -3.442
P 4.098 2.541 -2.472
C 3.064 3.166 -1.230
C 5.602 2.138 -1.475
C 4.652 4.028 -3.427
H -4.426 1.313 -3.110
H -5.868 0.560 -3.898
H -4.695 1.492 -4.871
H -4.761 -2.855 -3.945
H -5.901 -1.572 -3.434
H -4.456 -1.970 -2.420
H 4.368 3.881 -4.478
H 5.743 4.131 -3.362
H 4.152 4.920 -3.032
H 3.245 2.867 -0.195
H 2.241 3.848 -1.445
H 5.395 2.357 -0.421
H 6.462 2.718 -1.834
H 5.818 1.068 -1.596
F -1.695 2.584 1.093
C -0.924 1.509 1.459
F -1.612 0.864 2.467
C 0.439 1.957 1.955
F 0.437 2.261 3.277
F 1.403 0.978 1.789
F 0.859 3.053 1.266

Calculated values
- total energy (Eh) = -2351.1562
- charge = +2
- Kohn-Sham gap (spin up / spin down) (eV) = 3.15 / 3.15
- LUMO level (spin up / spin down) (eV) = -8.6 / -8.6

***

Here is a 11-piece molecular cluster, C25H41IN10O4S overall at a distorted geometry from the OMol25 dataset. Energies are from ωB97M-V/def2-TZVPD.

Geometry (Å):
C -2.932 0.347 1.111
O -2.042 -0.494 1.928
C -2.564 -1.865 2.039
O -1.373 -2.764 2.152
S -0.100 -1.964 1.325
O 0.877 -1.258 2.322
O 0.839 -3.237 0.656
C 1.679 -2.543 -0.372
C 1.784 -3.638 -1.631
C 3.358 -3.691 -2.193
I 1.373 -5.661 -0.784
H -2.326 1.264 0.645
H -3.715 0.831 1.859
H -3.431 -0.202 0.202
H -3.159 -2.005 3.048
H -3.281 -2.196 1.176
H 1.153 -1.543 -0.678
H 2.738 -2.332 0.123
H 1.018 -3.373 -2.507
H 3.298 -3.328 -3.306
H 4.034 -2.972 -1.524
H 3.821 -4.775 -2.068
C 4.194 1.121 -0.165
C 4.565 0.071 -1.128
N 4.859 -0.759 -1.889
H 3.236 1.586 -0.423
H 4.097 0.722 0.850
H 4.942 1.920 -0.129
C -0.191 2.155 3.880
C -0.734 3.338 3.191
N -1.164 4.272 2.647
H -0.975 1.594 4.399
H 0.291 1.465 3.180
H 0.559 2.432 4.629
C -3.524 5.070 -0.134
C -3.617 3.774 -0.826
N -3.690 2.749 -1.372
H -3.144 4.958 0.887
H -2.851 5.759 -0.655
H -4.500 5.562 -0.064
C 2.231 2.195 -3.864
C 1.707 1.677 -2.589
N 1.292 1.267 -1.582
H 3.037 1.565 -4.256
H 1.453 2.241 -4.633
H 2.637 3.207 -3.752
C -3.790 1.001 -4.746
C -2.373 0.641 -4.924
N -1.254 0.356 -5.065
H -4.191 1.514 -5.626
H -4.413 0.117 -4.575
H -3.933 1.668 -3.890
C -3.857 -2.336 -7.521
C -4.855 -1.437 -6.919
N -5.644 -0.726 -6.443
H -4.107 -2.582 -8.559
H -2.859 -1.885 -7.528
H -3.781 -3.281 -6.974
C -7.551 4.033 -1.954
C -6.772 5.193 -1.488
N -6.156 6.109 -1.120
H -7.365 3.819 -3.011
H -7.302 3.127 -1.392
H -8.628 4.198 -1.841
C 5.821 -2.076 1.406
C 5.728 -3.373 0.714
N 5.655 -4.397 0.167
H 6.200 -2.189 2.427
H 6.493 -1.387 0.885
H 4.845 -1.584 1.476
C 5.594 -3.472 5.688
C 5.986 -2.066 5.499
N 6.297 -0.954 5.350
H 5.411 -3.703 6.743
H 4.677 -3.713 5.140
H 6.371 -4.160 5.337
C 0.537 -0.294 7.232
C 0.929 1.113 7.043
N 1.239 2.224 6.894
H 0.354 -0.525 8.287
H -0.380 -0.535 6.684
H 1.314 -0.981 6.881

Calculated values
- total energy (Eh) = -2521.3154
- Kohn-Sham gap (eV) = 8.89
- LUMO level (eV) = 0.3

***

Q: The lowest total energy belongs to which entry?
A: C25H41BrClF4IN4O4ReSi

***

Q: Which of these has the highest total energy?
A: C25H41F3O2P2Re

***

Q: Which value of total energy does entry 3 give?
A: -2187.4193 Eh

***

Repeat the second record exactly.
Here is C25H41Cl2OPW as an isolated structure at a distorted geometry from the OMol25 dataset. Energies are from ωB97M-V/def2-TZVPD.

Geometry (Å):
P -0.406 0.481 0.554
C -0.903 1.455 -1.004
C -0.726 2.983 -1.055
C -1.348 3.582 -2.332
C -0.882 2.884 -3.619
C -0.956 1.353 -3.533
C -0.291 0.817 -2.257
C 1.458 0.668 0.652
C 2.085 2.028 0.342
C 3.583 2.024 0.707
C 4.353 0.861 0.056
C 3.648 -0.501 0.171
C 2.157 -0.410 -0.189
C -0.909 1.746 1.849
C -2.423 2.018 1.824
C -2.863 3.073 2.852
C -2.372 2.770 4.278
C -0.883 2.394 4.328
C -0.483 1.350 3.271
H -1.994 1.263 -1.008
H 0.341 3.241 -1.036
H -1.177 3.479 -0.185
H -1.112 4.656 -2.390
H -2.442 3.493 -2.260
H -1.489 3.230 -4.464
H 0.156 3.179 -3.833
H -2.008 1.037 -3.540
H -0.469 0.904 -4.408
H -0.382 -0.277 -2.224
H 0.784 1.050 -2.294
H 1.658 0.459 1.719
H 3.674 1.940 1.801
H 1.593 2.843 0.888
H 1.988 2.254 -0.731
H 4.044 2.981 0.414
H 5.348 0.785 0.512
H 4.511 1.091 -1.008
H 4.144 -1.234 -0.483
H 3.741 -0.875 1.203
H 1.682 -1.387 -0.028
H 2.051 -0.184 -1.259
H -0.364 2.663 1.566
H -2.754 2.339 0.830
H -2.955 1.081 2.036
H -2.474 4.057 2.555
H -3.960 3.151 2.852
H -2.963 1.937 4.686
H -2.559 3.639 4.924
H -0.636 2.013 5.329
H -0.290 3.307 4.177
H 0.600 1.193 3.327
H -0.950 0.392 3.535
W -0.683 -3.304 -0.229
Cl 0.840 -3.332 1.420
Cl -2.520 -2.077 -0.715
C -1.489 -5.020 -0.294
H -2.130 -5.746 0.169
C -0.410 -5.125 -1.267
C 0.404 -6.254 -1.562
C 1.624 -6.016 -2.166
C 2.029 -4.733 -2.586
C 1.170 -3.651 -2.509
C -0.201 -3.831 -2.062
H 0.023 -7.244 -1.278
H 2.326 -6.837 -2.291
H 1.427 -2.670 -2.917
H -0.989 -3.563 -2.791
H 3.034 -4.595 -3.027
O -3.771 -5.379 1.982
H -4.478 -5.830 1.484
H -3.383 -6.067 2.539

Calculated values
- spin multiplicity = 3
- total energy (Eh) = -2381.2105
- Kohn-Sham gap (spin up / spin down) (eV) = 7.08 / 7.30
- LUMO level (spin up / spin down) (eV) = 0.0 / -0.7